# 1
{
  "formula": "C4H12BeN3",
  "method": "ωB97M-V/def2-TZVPD",
  "spin_multiplicity": 1,
  "e_tot_ha": -338.4764,
  "total_charge": -1,
  "species": ["C", "Be", "N", "H", "H", "H", "H", "H", "H", "H", "H", "N", "C", "C", "C", "N", "H", "H", "H", "H"],
  "coordinates": [[-0.617174, -0.431288, -2.230004], [-0.110554, -0.986829, -0.611237], [-1.111349, -1.876571, 0.589066], [0.959629, -1.876674, -0.815615], [-0.499625, -2.098488, 1.381974], [-1.157938, -0.916468, -1.233280], [-0.735213, -1.172249, -3.035083], [0.434633, -0.102312, -2.257140], [-1.229559, 0.456187, -2.446282], [-1.847036, -1.256578, 0.946929], [-1.550547, -2.752794, 0.295454], [1.363260, 0.354969, 1.176138], [1.623943, 1.585777, 1.644076], [0.623373, 2.414445, 1.151887], [-0.213541, 1.624948, 0.372087], [0.240700, 0.346105, 0.392115], [1.917776, -0.491332, 1.282417], [2.480298, 1.798126, 2.268314], [0.523218, 3.472814, 1.320950], [-1.094294, 1.908212, -0.192764]],
  "atomic_forces_ev_per_a": [[-1.048, 0.318, -1.066], [3.880, -2.002, 4.323], [-0.331, 0.327, -0.526], [-0.072, 0.464, -0.057], [0.251, -0.151, 0.273], [-2.584, 1.171, -3.575], [-0.075, 0.184, 0.521], [-0.142, -0.127, 0.298], [-0.021, -0.563, 0.288], [-0.108, -0.270, 0.013], [-0.101, 0.004, -0.032], [-0.638, 0.404, -0.846], [-0.685, -0.044, -0.206], [0.372, 0.362, 0.202], [1.021, -1.098, 0.217], [0.709, 1.460, 0.109], [-0.341, 0.037, -0.125], [-0.176, -0.127, -0.062], [0.003, -0.006, 0.064], [0.084, -0.343, 0.187]],
  "nbo_charge": [-1.052, 0.373, -1.365, -0.736, 0.379, 0.084, 0.258, 0.261, 0.250, 0.396, 0.403, -0.310, -0.073, -0.367, -0.057, -0.567, 0.433, 0.222, 0.227, 0.238]
}

---

# 2
{
  "formula": "C2HN3O3",
  "method": "ωB97M-V/def2-TZVPD",
  "smiles": "O=[N+]([O-])c1cnno1",
  "spin_multiplicity": 1,
  "e_tot_ha": -466.5553,
  "species": ["O", "N", "O", "C", "C", "N", "N", "O", "H"],
  "coordinates": [[1.679939, 1.146351, 0.163482], [1.363944, 0.003123, -0.094046], [2.070340, -1.034943, -0.184175], [-0.074016, 0.071794, 0.040095], [-0.895254, 1.130790, -0.075849], [-2.033106, 0.518732, -0.213341], [-2.047903, -0.787266, 0.021503], [-0.586896, -1.042762, 0.263715], [-0.471997, 2.093212, 0.271525]],
  "atomic_forces_ev_per_a": [[2.863, 0.489, -0.556], [1.020, -0.892, 1.945], [-2.234, 3.135, -0.228], [2.849, -1.857, 0.004], [2.851, 0.361, 0.551], [-4.952, -3.084, 1.277], [1.813, 4.239, -0.614], [-2.769, -2.367, -1.024], [-1.441, -0.024, -1.356]],
  "nbo_charge": [-0.339, 0.487, -0.317, 0.415, -0.160, -0.186, 0.101, -0.280, 0.277]
}

---

# 3
{
  "formula": "C52H55FIrN7O8S",
  "method": "ωB97M-V/def2-TZVPD",
  "spin_multiplicity": 1,
  "e_tot_ha": -3601.6794,
  "total_charge": 2,
  "species": ["Ir", "O", "C", "C", "O", "O", "C", "C", "C", "C", "C", "C", "C", "C", "C", "C", "C", "C", "H", "H", "H", "H", "H", "H", "H", "H", "H", "H", "H", "C", "C", "N", "C", "C", "C", "O", "O", "C", "O", "C", "C", "C", "F", "C", "C", "C", "N", "C", "C", "N", "C", "C", "H", "H", "H", "H", "H", "H", "H", "H", "H", "H", "H", "H", "H", "H", "H", "H", "H", "H", "C", "N", "N", "C", "O", "C", "C", "C", "C", "C", "C", "C", "C", "C", "H", "H", "H", "H", "H", "H", "H", "H", "H", "H", "H", "H", "C", "C", "C", "N", "C", "S", "N", "C", "O", "C", "C", "C", "C", "C", "C", "H", "H", "H", "H", "H", "H", "H", "H", "H", "H", "H", "H", "H", "H"],
  "coordinates": [[0.347351, 0.283136, -0.052515], [-1.650550, 0.502821, 1.345459], [-1.562985, -0.052515, 2.632024], [-0.185606, -1.122010, 2.605089], [0.166243, -1.519154, 3.682770], [0.173850, -1.310431, 1.408015], [-1.344514, 1.087278, 3.614255], [-0.239936, 1.279850, 4.432750], [-0.192505, 2.365278, 5.300889], [-1.245034, 3.265078, 5.367685], [-2.338407, 3.099304, 4.528794], [-2.381247, 2.025745, 3.653682], [-2.641973, -1.013373, 3.017989], [-3.605657, -1.460175, 2.112894], [-4.545956, -2.403820, 2.499511], [-4.520923, -2.941042, 3.775488], [-3.576421, -2.490138, 4.689223], [-2.660139, -1.523805, 4.320211], [-2.119769, -0.077662, 0.721800], [0.586120, 0.586082, 4.418040], [0.667102, 2.492171, 5.947182], [-1.221601, 4.083475, 6.075513], [-3.169823, 3.791686, 4.568560], [-3.235015, 1.891994, 3.001147], [-3.660669, -1.068853, 1.102128], [-5.296091, -2.729662, 1.790826], [-5.238827, -3.698713, 4.058903], [-3.540424, -2.909863, 5.685529], [-1.919153, -1.178015, 5.024845], [-0.405993, 0.277741, -7.623525], [-0.841960, 1.482869, -6.796644], [-0.323792, 1.423360, -5.426628], [-1.049259, 0.756545, -4.509647], [-0.791289, 0.735413, -3.170015], [-1.693239, -0.185166, -2.358531], [-2.608320, -0.729884, -2.949604], [-1.421354, -0.376733, -1.116910], [0.292179, 1.508616, -2.674086], [0.487979, 1.844885, -1.465740], [1.223921, 1.978477, -3.688294], [2.469345, 2.485019, -3.317903], [3.343769, 2.959525, -4.254910], [4.540208, 3.395300, -3.812503], [3.022122, 3.000098, -5.623054], [1.796428, 2.460367, -5.993003], [0.892025, 1.952373, -5.055007], [3.870586, 3.514796, -6.629479], [3.306103, 4.452096, -7.591835], [3.943582, 4.180928, -8.962552], [5.326047, 3.644197, -8.742697], [5.968592, 4.328268, -7.583335], [5.251457, 3.882087, -6.301515], [-0.809982, 0.357731, -8.631308], [-0.781651, -0.639391, -7.170875], [0.680461, 0.208344, -7.683572], [-1.927844, 1.500557, -6.723530], [-0.532438, 2.423507, -7.249554], [-1.919632, 0.222618, -4.870621], [2.745783, 2.507104, -2.274560], [1.546971, 2.415494, -7.042670], [3.500255, 5.485275, -7.277689], [2.229704, 4.336788, -7.663744], [4.012730, 5.100302, -9.541549], [3.377802, 3.445153, -9.530702], [5.889714, 3.745473, -9.587167], [5.259198, 2.650461, -8.511785], [5.879682, 5.401470, -7.741322], [7.025171, 4.075984, -7.530122], [5.313196, 4.694910, -5.572899], [5.744400, 3.008442, -5.876995], [2.362700, -5.507183, -1.436964], [2.553067, -4.103930, -1.132179], [1.828624, -3.081663, -1.702562], [2.133983, -1.918211, -1.054220], [1.651195, -0.792976, -1.411045], [3.070808, -2.244561, -0.053948], [3.295000, -3.598251, -0.127280], [4.210909, -4.463001, 0.658726], [1.042245, -3.264509, -2.873140], [1.602985, -3.870585, -3.994079], [0.808733, -4.128904, -5.098527], [-0.534537, -3.775691, -5.087899], [-1.079677, -3.144891, -3.978667], [-0.293088, -2.889843, -2.865536], [1.540364, -5.632105, -2.131756], [2.125040, -6.051610, -0.523807], [3.263730, -5.937850, -1.875146], [3.512353, -1.541337, 0.628931], [4.754442, -3.867807, 1.386029], [4.919738, -4.952167, -0.010922], [3.662728, -5.244802, 1.186301], [2.649273, -4.148158, -3.997125], [1.239636, -4.617049, -5.962135], [-1.157449, -4.011041, -5.940274], [-2.123695, -2.862963, -3.963341], [-0.712692, -2.414305, -1.988480], [0.526592, 6.270557, 3.796123], [-0.059310, 6.159501, 2.390828], [0.867225, 5.424815, 1.430945], [0.936451, 4.003389, 1.769563], [1.784938, 3.112088, 1.320126], [1.521272, 1.458819, 1.695243], [2.903593, 3.469943, 0.625570], [3.899169, 4.463106, 0.843696], [4.615218, 4.745324, -0.082185], [4.044884, 5.022058, 2.209162], [4.658980, 6.269089, 2.337514], [4.864770, 6.817797, 3.590035], [4.468042, 6.125351, 4.726435], [3.894811, 4.867779, 4.607408], [3.692236, 4.310160, 3.357067], [-0.144089, 6.836108, 4.440974], [1.486426, 6.788924, 3.769477], [0.678838, 5.286990, 4.243255], [-0.226888, 7.160386, 1.991377], [-1.029129, 5.654351, 2.425194], [1.857681, 5.868919, 1.487397], [0.506213, 5.522288, 0.402798], [0.150136, 3.630252, 2.295071], [3.188610, 2.795296, -0.070693], [4.963218, 6.796602, 1.443513], [5.342269, 7.783299, 3.683037], [4.619233, 6.561732, 5.704360], [3.616108, 4.316388, 5.495014], [3.290944, 3.308366, 3.285780]],
  "atomic_forces_ev_per_a": [[-2.148, -1.194, 0.870], [0.210, 0.834, -1.279], [3.151, -1.740, 0.900], [-3.118, 3.128, 1.239], [0.866, -0.877, -0.665], [1.739, -0.166, -2.298], [-0.749, 0.302, -0.265], [0.024, -0.075, 0.108], [-0.016, 0.004, 0.005], [0.030, 0.064, -0.020], [-0.091, 0.069, -0.087], [0.187, -0.051, 0.151], [-0.916, 0.040, -0.146], [0.192, 0.222, 0.149], [-0.066, -0.178, -0.037], [-0.037, 0.061, -0.022], [0.017, -0.053, -0.103], [0.093, 0.143, -0.146], [-0.019, -0.070, 0.085], [-0.053, -0.076, 0.014], [0.005, -0.026, 0.017], [0.019, 0.023, -0.005], [0.011, 0.021, 0.015], [-0.051, -0.015, 0.031], [-0.006, -0.036, -0.009], [0.009, -0.008, -0.013], [-0.016, 0.012, 0.015], [-0.038, 0.056, 0.033], [0.006, -0.001, 0.078], [0.012, 0.186, 0.074], [0.053, -0.330, -0.298], [-0.234, -0.265, 0.288], [0.099, 0.262, -0.286], [0.279, -0.389, 0.535], [-0.106, 0.248, -0.523], [-0.050, 0.158, 0.215], [1.327, -0.112, 0.738], [-0.233, 0.017, -0.539], [0.478, -0.886, 0.589], [-0.223, 0.265, -0.093], [0.050, 0.030, -0.090], [-0.028, -0.071, 0.301], [-0.018, 0.087, -0.109], [-0.214, -0.158, -0.098], [0.059, 0.121, -0.040], [0.159, 0.183, 0.205], [0.134, -0.022, -0.023], [0.120, 0.040, 0.035], [-0.500, 0.209, 0.105], [0.133, -0.032, -0.033], [0.080, 0.162, 0.501], [-0.099, -0.093, 0.064], [-0.001, -0.039, -0.026], [0.018, -0.038, -0.028], [0.016, -0.027, -0.016], [0.023, 0.105, 0.019], [-0.036, 0.012, 0.060], [-0.062, 0.050, 0.049], [0.011, -0.002, -0.019], [0.032, -0.022, -0.025], [-0.051, 0.003, -0.027], [0.008, 0.012, -0.025], [0.129, -0.062, -0.062], [0.120, -0.057, -0.014], [-0.015, -0.082, -0.008], [-0.013, -0.011, -0.130], [-0.016, -0.036, -0.138], [-0.020, -0.047, -0.163], [0.063, 0.000, -0.055], [0.051, 0.066, 0.007], [-0.039, -0.299, 0.021], [0.133, 0.189, 0.035], [0.064, 0.145, 0.188], [0.511, -0.813, 0.764], [-1.199, 1.737, 0.344], [-0.164, 0.215, -0.117], [-0.053, 0.154, -0.215], [-0.106, -0.110, -0.040], [-0.222, -0.204, -0.307], [0.074, 0.118, 0.064], [0.012, 0.005, -0.010], [0.044, -0.007, 0.013], [-0.041, -0.033, -0.149], [0.086, -0.007, 0.219], [-0.036, 0.057, 0.000], [-0.023, 0.061, 0.010], [-0.013, 0.078, -0.040], [-0.024, -0.027, 0.077], [0.005, -0.003, 0.001], [0.072, -0.005, 0.065], [-0.005, 0.029, 0.046], [0.027, 0.004, 0.026], [-0.006, -0.012, -0.011], [-0.022, 0.025, -0.018], [0.038, 0.011, 0.042], [0.001, -0.154, 0.019], [-0.060, -0.011, -0.114], [0.165, -0.075, 0.201], [-0.073, 0.454, -0.034], [0.156, -0.143, -0.130], [-0.238, 0.412, -0.215], [0.233, -1.347, -0.281], [-0.108, 0.124, -0.151], [-0.096, 0.172, -0.037], [-0.007, -0.042, -0.002], [0.134, -0.005, 0.253], [-0.100, -0.012, -0.139], [-0.005, 0.052, -0.011], [0.003, -0.012, -0.047], [0.008, -0.013, 0.096], [-0.036, 0.012, -0.172], [0.000, -0.034, 0.048], [0.046, -0.012, 0.025], [0.014, 0.001, 0.046], [-0.058, -0.047, -0.085], [-0.037, 0.036, -0.066], [0.026, -0.017, -0.004], [0.035, -0.152, 0.010], [0.063, -0.133, 0.049], [0.062, -0.133, 0.180], [0.023, 0.001, -0.007], [-0.019, 0.026, -0.006], [0.017, -0.014, 0.017], [0.000, -0.032, -0.005], [-0.032, -0.060, 0.017]],
  "lowdin_charge": [1.312, -0.073, -0.319, -0.577, 0.097, -0.145, -0.173, -0.070, -0.079, -0.100, -0.076, -0.018, -0.152, -0.016, -0.076, -0.081, -0.058, -0.015, 0.065, 0.095, 0.105, 0.106, 0.107, 0.126, 0.110, 0.106, 0.105, 0.109, 0.120, -0.050, -0.170, -0.015, 0.057, -0.006, -0.585, 0.066, -0.138, -0.278, -0.143, -0.040, 0.102, -0.177, 0.074, -0.127, 0.061, -0.111, -0.090, -0.123, -0.069, 0.064, -0.077, -0.126, 0.086, 0.079, 0.073, 0.132, 0.118, 0.157, 0.127, 0.108, 0.140, 0.126, 0.142, 0.139, 0.192, 0.188, 0.140, 0.144, 0.139, 0.138, 0.023, -0.036, 0.082, -0.386, -0.129, 0.076, -0.234, 0.009, -0.185, -0.030, -0.070, -0.067, -0.051, 0.015, 0.094, 0.106, 0.106, 0.126, 0.094, 0.096, 0.096, 0.121, 0.109, 0.109, 0.108, 0.113, -0.085, -0.217, -0.147, 0.092, -0.711, 0.764, 0.127, -0.391, 0.122, -0.168, -0.012, -0.054, -0.055, -0.059, -0.026, 0.082, 0.073, 0.055, 0.117, 0.112, 0.107, 0.136, 0.142, 0.131, 0.124, 0.114, 0.115, 0.114, 0.102]
}